C5H7CoO4 | ωB97M-V with the def2-TZVPD basis set

Results
HOMO energy (alpha / beta) = -14.22 / -13.22 eV

ORCA input file:
```
! RIJCOSX wB97M-V def2-TZVPD def2/J DEFGRID3
* xyz 1 4
O -0.597 0.037 3.757
C -0.875 0.839 2.832
O -0.847 -0.033 1.570
O -1.085 2.002 2.721
Co -0.488 -1.593 2.674
C -1.423 -0.219 -0.677
C -0.836 0.547 0.371
H -2.077 -1.059 -0.408
H -1.657 0.381 -1.564
O 2.304 -0.308 -2.043
C 1.185 0.369 -1.505
C 0.283 -0.656 -0.835
H 2.969 0.336 -2.303
H 0.624 0.895 -2.297
H 1.522 1.122 -0.774
H 0.820 -1.144 -0.008
H 0.175 -1.516 -1.511
*
```

Mulliken population analysis, charges in e, atoms 1 to 6: -0.61, 0.82, -0.31, -0.40, 0.73, -0.28



C5H7CoO4 | ωB97M-V with the def2-TZVPD basis set

Results
HOMO energy (alpha / beta) = -19.22 / -19.71 eV

ORCA input file:
```
! RIJCOSX wB97M-V def2-TZVPD def2/J DEFGRID3
* xyz 2 5
O -0.381 0.712 1.713
Co 0.714 1.472 0.404
C -1.608 0.532 1.866
C -2.392 -0.140 0.804
H -1.979 0.446 2.901
H -2.686 0.873 0.328
H -1.858 -1.075 0.570
H -3.344 -0.504 1.220
C -0.455 -0.298 -1.990
C 0.490 0.236 -1.182
O 1.732 -0.524 -1.233
C 2.701 -0.066 -0.498
O 2.584 0.833 0.345
O 3.785 -0.785 -0.625
H -1.267 0.358 -2.307
H -0.303 -1.239 -2.530
H 4.265 -0.831 0.214
*
```

Mulliken population analysis, charges in e, atoms 1 to 6: -0.53, 0.60, 0.27, -0.84, 0.39, 0.29



Number 1: total energy -51101.97845 eV. Number 2: total energy -51092.78327 eV.